# C37H38Br2F40N2O9P

A cluster of 6 separate species, C37H38Br2F40N2O9P in total at a distorted geometry (the ωB97M-V functional and the def2-TZVPD basis, the Open Molecules 2025 dataset).

Output
- max |F| (Eh/bohr) = 0.043
- total energy (Eh) = -11703.14927
- LUMO level (Eh) = -0.141
- orbital gap (eV) = 7.7
- total charge = +1

XYZ file:
```
129
Properties=species:S:1:pos:R:3:mulliken_charge:R:1
C 0.20 -1.89 -5.98 -0.90
C 0.12 -0.70 -5.29 -0.64
C -0.67 -0.41 -4.04 -0.22
N -0.51 -1.35 -2.91 0.32
C -0.28 -2.63 -2.93 -0.59
N -0.22 -3.16 -1.72 0.93
C 0.04 -4.58 -1.45 -0.73
C -0.99 -5.25 -0.56 -0.33
C -2.26 -5.67 -1.33 -0.57
O -3.34 -5.84 -0.44 -0.53
C -0.46 -2.11 -0.82 -0.49
C -0.51 -2.30 0.66 -0.95
Br -2.28 -2.40 1.39 0.00
C 0.56 -2.42 1.44 0.59
C 1.96 -2.36 0.90 0.18
Br 0.34 -2.70 3.30 -0.14
C -0.64 -0.99 -1.56 0.89
P -0.99 0.64 -0.86 0.85
O -0.66 0.67 0.56 -0.65
O -2.57 0.95 -1.03 -0.21
O -0.23 1.83 -1.60 -0.52
H 0.80 -2.70 -5.56 0.36
H -0.32 -2.11 -6.92 0.29
H 0.65 0.16 -5.71 0.43
H -1.75 -0.32 -4.22 0.60
H -0.33 0.56 -3.67 0.10
H -0.16 -3.25 -3.80 0.58
H 1.05 -4.70 -1.07 0.14
H 0.03 -5.10 -2.41 0.56
H -1.33 -4.62 0.26 0.02
H -0.58 -6.15 -0.11 0.57
H -2.08 -6.66 -1.77 0.35
H -2.52 -4.96 -2.13 0.20
H -3.88 -5.04 -0.43 0.31
H 2.40 -1.39 1.16 0.43
H 2.54 -3.16 1.36 0.27
H 1.94 -2.51 -0.17 -0.82
H -2.70 1.71 -0.44 0.10
H -0.67 2.12 -2.41 0.36
C 6.94 -4.43 -3.56 -0.78
C 7.49 -4.92 -2.20 0.92
C 6.84 -6.17 -1.59 0.10
F 5.54 -5.96 -1.30 -0.18
F 7.46 -6.47 -0.43 -0.26
F 7.48 -3.90 -1.32 -0.24
F 8.80 -5.24 -2.42 -0.32
O 6.02 -3.33 -3.53 -0.39
C 4.68 -3.54 -3.37 0.79
C 4.16 -2.87 -2.09 0.04
F 4.76 -3.36 -1.00 -0.24
F 2.82 -3.12 -1.96 -0.16
F 4.36 -4.85 -3.42 -0.28
F 4.05 -2.95 -4.42 -0.32
H 7.80 -4.02 -4.08 0.39
H 6.58 -5.24 -4.18 0.34
H 6.93 -7.03 -2.26 0.25
H 4.32 -1.79 -2.13 0.26
C 4.37 -1.65 5.47 -0.81
C 5.45 -2.24 4.54 0.87
C 5.21 -3.63 3.96 0.44
F 5.13 -4.57 4.91 -0.24
F 6.25 -3.97 3.15 -0.26
F 6.64 -2.19 5.17 -0.27
F 5.54 -1.39 3.47 -0.31
O 4.57 -1.75 6.87 -0.41
C 4.19 -2.88 7.57 0.81
C 5.39 -3.57 8.23 0.17
F 6.28 -3.96 7.30 -0.22
F 4.96 -4.68 8.88 -0.25
F 3.47 -3.71 6.80 -0.28
F 3.36 -2.46 8.55 -0.30
H 4.37 -0.58 5.28 0.44
H 3.37 -1.99 5.18 0.39
H 4.29 -3.65 3.36 -0.03
H 5.88 -2.90 8.93 0.25
C -4.28 4.85 4.40 -0.91
C -3.84 5.89 3.35 1.02
C -4.88 6.34 2.32 0.11
F -5.30 5.32 1.55 -0.21
F -4.35 7.27 1.48 -0.21
F -2.72 5.44 2.72 -0.22
F -3.48 7.01 4.04 -0.33
O -3.92 3.49 4.16 -0.39
C -4.73 2.67 3.40 0.62
C -3.99 2.18 2.15 0.39
F -3.61 3.21 1.35 -0.26
F -4.79 1.39 1.39 -0.26
F -5.90 3.26 3.10 -0.28
F -5.01 1.59 4.15 -0.29
H -3.72 5.10 5.30 0.44
H -5.33 4.95 4.67 0.34
H -5.75 6.79 2.82 0.27
H -3.10 1.61 2.42 0.25
C -6.27 -0.29 -5.50 -0.85
C -5.15 -1.01 -6.29 0.94
C -5.39 -2.46 -6.69 0.08
F -5.54 -3.26 -5.62 -0.20
F -4.32 -2.92 -7.38 -0.27
F -3.99 -0.91 -5.60 -0.19
F -4.99 -0.31 -7.45 -0.33
O -6.12 -0.19 -4.09 -0.38
C -6.54 -1.20 -3.24 0.67
C -5.37 -1.77 -2.44 0.41
F -4.42 -2.30 -3.25 -0.25
F -5.81 -2.77 -1.64 -0.28
F -7.23 -2.15 -3.91 -0.28
F -7.41 -0.65 -2.37 -0.29
H -6.23 0.75 -5.83 0.39
H -7.26 -0.64 -5.79 0.36
H -6.28 -2.55 -7.33 0.28
H -4.91 -1.00 -1.83 0.13
C 0.48 10.50 2.65 -0.76
C 1.78 9.68 2.55 0.90
C 2.46 9.59 1.19 0.08
F 1.68 8.97 0.27 -0.21
F 3.59 8.85 1.30 -0.27
F 1.56 8.44 3.05 -0.26
F 2.68 10.28 3.38 -0.33
O -0.76 9.79 2.63 -0.36
C -1.37 9.47 1.44 0.79
C -1.50 7.96 1.26 0.80
F -0.29 7.36 1.25 -0.26
F -2.09 7.68 0.07 -0.27
F -0.76 10.06 0.40 -0.29
F -2.62 9.99 1.49 -0.28
H 0.50 10.94 3.65 0.40
H 0.48 11.34 1.96 0.33
H 2.73 10.58 0.82 0.29
H -2.10 7.53 2.06 -0.38
```